Computed, not measured: C30H54N7OP2Pd as an isolated structure at a distorted geometry, with the ωB97M-V functional and the def2-TZVPD basis.

Calculated values
- Net charge: +3
- 2S+1: 5
- HOMO energy (alpha / beta): -16.46 / -17.87 eV
- HOMO-LUMO gap (alpha / beta): 8.26 / 5.00 eV

```
95
Properties=species:S:1:pos:R:3:forces:R:3:mulliken_charge:R:1
C -1.181163 -1.807243 2.223583 -0.36 0.32 -0.07 -0.418
C 0.844932 -2.757501 1.480098 -0.47 -0.16 0.53 0.372
C -1.382515 -2.848813 3.138769 -0.33 -0.24 -0.61 -0.887
C 0.466815 -3.984535 2.140189 0.67 0.70 -0.27 -0.860
C -0.602441 -3.996892 3.024038 -0.21 0.10 0.07 -0.984
H -2.266604 -2.786709 3.764878 0.22 -0.22 0.11 0.627
H 1.075409 -4.869606 1.986854 0.04 0.12 0.11 0.595
H -0.866664 -4.887409 3.606388 0.28 0.34 -0.29 0.515
N -0.084584 -1.720463 1.477328 0.12 -0.47 -0.01 1.272
P -2.324862 0.161919 0.487150 -2.98 -0.56 1.14 0.984
P 2.506126 -0.844630 0.346663 2.46 -1.30 0.64 0.982
C -2.261720 -0.732509 2.094875 0.63 0.29 0.45 -1.714
H -3.270409 -1.107627 2.321059 0.33 -0.15 -0.15 0.858
H -2.067766 0.002876 2.881847 0.03 0.15 0.02 0.878
C 2.132157 -2.513416 0.935566 -1.57 -1.03 -0.96 -1.440
H 2.791937 -3.395841 0.813588 -0.37 0.87 0.09 0.653
C 3.401314 -0.781690 -1.427799 0.21 0.14 -0.75 2.317
C 3.741832 -0.502706 1.822421 0.21 0.94 0.25 1.322
C -3.526176 -0.944171 -0.506824 0.13 -0.14 -0.62 2.117
C -3.217279 1.809964 0.867548 0.42 0.50 -0.15 1.868
C 2.527811 -0.134180 -2.503605 -0.54 0.24 0.13 -1.841
H 2.295073 0.903119 -2.261729 0.09 0.07 -0.02 0.443
H 3.086766 -0.128752 -3.451941 -0.12 -0.08 0.34 0.611
H 1.587674 -0.671080 -2.663225 0.17 0.04 0.02 0.005
C 4.698874 0.019290 -1.376387 0.24 0.25 0.49 -1.724
H 4.511654 1.055740 -1.073826 0.17 -0.19 -0.05 0.358
H 5.473784 -0.429528 -0.750260 -0.23 0.19 -0.07 0.256
H 5.124121 0.060295 -2.388235 -0.29 -0.11 0.09 0.542
C 3.620344 -2.217881 -1.859994 -0.12 -0.60 0.19 -1.793
H 4.146085 -2.245104 -2.823942 -0.05 0.28 0.15 0.517
H 4.215854 -2.825455 -1.171188 -0.14 0.09 0.01 0.335
H 2.639731 -2.667816 -2.028175 0.35 0.01 0.13 -0.106
C 4.273175 0.950659 1.777425 0.13 0.00 -0.11 -1.501
H 3.440759 1.663837 1.650047 0.47 -0.16 0.07 0.204
H 4.778899 1.196808 2.727629 -0.28 -0.19 -0.32 0.510
H 5.018507 1.108979 0.986764 -0.36 -0.05 0.24 0.339
C 3.026905 -0.704984 3.174312 -0.31 -0.12 -0.07 -1.534
H 2.136626 -0.066745 3.269825 0.18 -0.24 0.04 0.206
H 2.749969 -1.757782 3.329896 0.01 0.36 0.04 0.350
H 3.712444 -0.412138 3.990352 -0.19 -0.16 -0.47 0.610
C 4.854509 -1.566265 1.688943 0.14 -0.29 -0.35 -1.164
H 4.425666 -2.557212 1.473103 0.46 0.38 0.16 0.261
H 5.584513 -1.316271 0.906627 -0.26 -0.15 0.38 0.250
H 5.403411 -1.680748 2.639878 -0.29 0.31 -0.26 0.469
C -3.658312 2.454452 -0.455526 -0.06 0.04 -0.14 -1.674
H -3.991891 3.481875 -0.240276 0.11 -0.32 -0.06 0.530
H -2.820534 2.514521 -1.164371 -0.23 0.05 0.05 0.235
H -4.498371 1.933027 -0.932180 0.31 0.19 0.14 0.299
C -2.208397 2.754777 1.531692 0.13 0.06 0.11 -1.805
H -1.845657 2.364873 2.491477 -0.05 0.11 -0.12 0.319
H -1.356013 2.960303 0.875895 -0.24 0.05 0.24 0.243
H -2.721772 3.708107 1.737506 0.24 -0.31 -0.04 0.680
C -4.419773 1.690341 1.823650 -0.17 -0.45 0.08 -1.584
H -4.139433 1.235717 2.783642 -0.13 0.17 -0.18 0.332
H -4.776258 2.714104 2.026069 0.23 -0.32 -0.05 0.528
H -5.265960 1.139613 1.399411 0.33 0.20 0.19 0.327
C -3.132761 -2.411250 -0.293558 0.18 -0.06 0.04 -1.621
H -3.369086 -2.766953 0.716875 0.05 0.08 -0.19 0.225
H -3.710501 -3.034452 -0.991392 0.15 0.20 0.13 0.643
H -2.070005 -2.568188 -0.502907 -0.14 -0.11 0.07 -0.009
C -3.345170 -0.564977 -1.979957 -0.09 0.03 -0.31 -1.307
H -2.317763 -0.754756 -2.311137 -0.35 0.05 -0.04 -0.148
H -4.038010 -1.172097 -2.579172 0.26 0.06 0.05 0.577
H -3.607685 0.480553 -2.177754 0.10 -0.24 0.06 0.268
C -5.017248 -0.795905 -0.133891 -0.13 0.26 0.33 -1.780
H -5.222234 -0.985363 0.929564 0.09 0.04 -0.27 0.343
H -5.447458 0.176818 -0.411203 0.20 -0.39 0.08 0.401
H -5.574971 -1.563848 -0.696926 0.33 0.21 0.09 0.513
Pd 0.073396 -0.001671 0.079245 -0.09 -0.63 -1.47 0.046
C 0.697444 1.370716 1.320321 1.43 3.75 5.99 0.462
O 0.997157 2.037456 2.227839 -1.16 -2.81 -3.84 -0.257
N -0.332632 -1.938670 -2.202784 -1.24 -1.26 -1.44 -0.361
C -0.558175 -2.933482 -2.790049 2.84 1.63 2.92 -0.400
C -0.137468 -4.383390 -2.927823 -0.42 -0.05 0.01 2.007
C 1.011622 -4.691180 -1.930601 0.08 0.41 0.05 -1.252
C -1.320391 -5.175457 -2.393060 -0.83 -0.16 0.25 -1.613
C 0.332126 -4.566967 -4.361594 0.05 0.02 -0.66 -1.653
H 1.928966 -4.165144 -2.196743 -0.20 -0.42 -0.11 0.500
H 0.734320 -4.378091 -0.906997 0.05 -0.24 -0.44 0.073
H 1.213372 -5.777038 -1.938051 -0.18 0.46 -0.06 0.542
H -2.299433 -4.790687 -2.698326 0.19 -0.34 -0.49 0.377
H -1.228441 -6.248926 -2.579972 -0.08 0.21 -0.12 0.432
H -1.326237 -5.019715 -1.309351 0.00 -0.25 0.01 0.340
H 0.571689 -5.608345 -4.609635 -0.12 0.22 0.20 0.419
H -0.401428 -4.187252 -5.084063 0.05 -0.30 0.16 0.400
H 1.239375 -3.960654 -4.509094 -0.18 -0.26 0.01 0.342
N 1.074469 5.043893 -1.483713 -0.45 -0.21 0.13 -0.670
N 0.313716 3.892038 -1.558348 1.72 -2.65 -0.17 0.706
N 0.048873 3.317793 -2.771572 -0.61 0.55 2.13 -0.692
C -0.218469 2.065928 -2.419969 0.61 0.68 -0.06 -0.925
N 0.030304 1.834457 -1.107412 -0.26 1.04 -1.26 1.558
N 0.408856 2.989158 -0.552224 -0.76 0.89 -2.39 -0.576
H 1.006735 5.439080 -0.548707 -0.10 0.12 -0.22 0.281
H 0.826736 5.675796 -2.238511 -0.15 0.06 0.10 0.318
H -0.528244 1.342269 -3.158196 0.01 -0.18 0.22 0.398
```
Forces are in eV/Å.